Record 1
The following is a quantum chemistry calculation of the molecule C5H10O, from OMol25.

XYZ file:
```
16
Properties=species:S:1:pos:R:3:forces:R:3
C -1.593 0.020 1.189 0.07 -0.02 0.09
C -0.965 -0.135 -0.179 -0.07 -0.09 -0.04
C -0.251 1.007 -0.856 0.01 0.20 -0.12
C 0.503 -0.242 -0.565 0.01 0.27 0.16
C 1.731 -0.107 0.313 0.03 0.01 0.12
O 0.743 -1.033 -1.704 0.12 -0.19 -0.03
H -2.401 0.763 1.147 0.17 -0.13 0.00
H -2.039 -0.922 1.529 0.16 0.12 -0.02
H -0.881 0.351 1.953 -0.03 -0.02 -0.14
H -1.578 -0.709 -0.872 0.11 0.03 0.10
H -0.456 1.249 -1.893 -0.10 -0.05 0.11
H 0.013 1.851 -0.220 -0.08 -0.09 -0.16
H 2.357 0.683 -0.117 -0.01 -0.17 0.13
H 2.332 -1.024 0.313 -0.22 0.04 0.10
H 1.511 0.165 1.350 -0.09 -0.04 -0.15
H 0.974 -1.917 -1.389 -0.09 0.13 -0.15
```
Forces are in eV/Å.

The HOMO-LUMO gap is 10.402 eV. The calculation puts the energy above the lowest of the compared OMol25 structures with the same formula, charge and spin at 26.3 kcal/mol. As for the SMILES: C[C@H]1C[C@]1(C)O. The multiplicity is 1.

***

Record 2
The following is a quantum chemistry calculation of a structure of composition C3F19K4N5O29S13, from OMol25.

XYZ file:
```
73
Properties=species:S:1:pos:R:3:forces:R:3
K 0.128 0.566 3.877 0.43 0.67 -0.61
K -2.195 -2.058 2.809 -0.32 -0.39 -1.02
K 4.915 -0.717 -0.183 -0.61 -0.32 -0.18
K -1.339 -1.708 -3.494 0.30 0.20 0.54
N -5.546 0.972 3.490 3.43 0.71 -2.22
S -4.495 2.000 2.611 2.48 1.17 -0.27
O -3.887 3.057 3.440 -0.76 -2.03 -1.71
O -4.895 2.301 1.261 0.54 -0.77 2.06
F -3.278 0.964 2.528 0.01 -0.73 -0.10
S -6.527 2.111 3.701 -7.54 3.14 3.51
O -7.411 2.499 2.618 1.48 -0.16 0.35
O -6.144 3.161 4.640 -0.44 -1.24 -1.05
F -7.641 1.289 4.589 0.79 -0.33 0.06
N -3.508 3.188 -3.137 -0.49 -3.11 -4.81
S -3.487 1.749 -4.025 0.03 -0.94 -3.70
O -4.776 1.155 -4.361 1.47 0.70 1.36
O -2.332 0.822 -3.856 -2.52 1.99 0.21
F -3.163 2.422 -5.442 0.36 0.29 0.29
S -3.218 2.511 -1.814 2.90 2.03 7.63
O -1.792 2.458 -1.457 -2.56 -0.94 -0.97
O -4.174 1.570 -1.299 0.85 -0.58 -1.00
F -3.641 3.833 -0.994 -0.16 0.35 0.36
N -3.071 -5.645 -1.434 2.46 -5.17 -3.33
S -2.964 -4.365 -0.758 -3.84 9.44 5.54
O -2.898 -3.185 -1.635 0.95 -1.64 1.73
O -2.342 -4.356 0.595 -1.12 0.43 -2.67
F -4.589 -4.214 -0.394 1.10 -0.58 0.28
S -1.533 -5.725 -2.008 3.81 -1.40 -1.50
O -0.513 -6.036 -0.999 -2.38 0.88 -1.94
O -1.227 -4.753 -3.070 -0.64 -1.67 1.92
F -1.647 -7.081 -2.818 -0.54 0.02 0.11
N 0.170 -1.128 1.733 -3.37 3.64 -1.17
S 1.177 -2.148 1.283 4.71 -7.70 -1.08
O 2.408 -1.615 0.803 -0.40 0.37 0.31
O 0.658 -3.335 0.623 0.14 2.23 1.06
F 1.505 -2.689 2.769 -0.12 0.32 0.29
S -0.135 -0.416 0.240 -3.60 4.09 -4.41
O -0.888 -1.174 -0.772 2.26 -0.32 2.23
O 0.780 0.591 -0.233 -0.33 -2.00 1.51
F -1.398 0.499 0.670 0.63 -0.45 1.64
N 4.137 3.017 2.204 2.88 2.57 -0.37
S 3.235 2.455 1.151 -8.54 -3.75 -4.41
O 3.820 1.540 0.203 0.08 0.42 0.99
O 2.169 3.287 0.566 2.30 -1.01 1.63
F 2.356 1.490 2.140 0.39 -0.05 0.32
S 4.940 3.946 1.065 5.27 5.14 0.53
O 4.282 5.199 0.614 1.04 -3.61 0.53
O 5.975 3.286 0.216 -3.06 1.33 2.04
F 5.902 4.638 2.243 -0.43 -0.80 -0.67
C 3.786 -0.729 -4.476 -3.66 0.87 2.07
F 4.961 -0.320 -4.103 1.84 -0.14 0.22
F 3.503 -0.174 -5.647 0.26 -0.49 -1.04
F 3.697 -2.061 -4.503 0.72 -0.12 -0.75
S 2.471 -0.089 -3.234 0.16 1.14 1.56
O 1.175 -0.486 -3.769 0.36 -0.93 -0.13
O 2.857 -0.696 -1.940 -0.05 -0.11 -1.77
O 2.651 1.349 -3.257 0.47 -0.53 -0.40
C -1.433 4.376 1.197 1.07 -0.55 -1.74
F -2.089 3.224 1.116 0.61 1.10 0.83
F -0.538 4.424 0.164 -0.85 0.02 2.05
F -2.223 5.422 1.086 -0.46 0.09 0.21
S -0.544 4.565 2.891 0.37 -1.36 -1.88
O -1.511 4.912 3.924 -0.33 0.51 0.26
O 0.012 3.256 3.158 0.01 0.05 0.28
O 0.425 5.637 2.753 -0.29 0.04 0.24
C 5.565 -5.270 -0.194 -2.30 0.22 0.49
F 5.151 -4.679 -1.374 0.99 -0.95 1.31
F 4.991 -6.510 -0.102 1.16 0.54 -0.86
F 6.904 -5.388 -0.190 -0.78 0.10 -0.14
S 4.707 -4.384 1.280 -2.67 -0.41 1.33
O 5.056 -2.982 1.161 0.56 0.47 -0.78
O 3.247 -4.665 1.055 3.69 0.27 0.18
O 5.277 -4.956 2.508 -0.19 -0.27 -1.40
```
Forces are in eV/Å.

The expectation value of S² is 0.76. The HOMO-LUMO gap (alpha / beta) is 6.200 / 3.168 eV. The total charge is -3. The multiplicity is 2.

***

Record 3
The following is a quantum chemistry calculation of a structure of composition C47H40N4OPdSb2, from OMol25.

XYZ file:
```
95
Properties=species:S:1:pos:R:3:forces:R:3
Pd 1.366 -2.124 0.016 0.07 0.49 0.49
C 2.770 -3.831 2.806 -0.08 0.03 0.00
C 2.957 -4.275 1.357 -0.10 -0.23 0.04
C 1.686 -4.074 0.531 0.05 -0.14 -0.05
Sb 1.940 -2.449 -2.651 -0.33 0.04 -0.32
C 1.889 -0.454 -3.316 -0.10 0.00 0.11
C 0.626 0.110 -3.530 0.07 0.00 -0.11
C 0.511 1.415 -3.978 0.03 0.02 -0.03
C 1.657 2.157 -4.241 -0.03 -0.01 0.00
C 2.914 1.595 -4.063 0.01 -0.03 0.00
C 3.035 0.294 -3.597 -0.02 0.00 0.04
C 3.812 -2.507 -1.741 0.09 -0.18 0.19
C 4.468 -3.749 -1.793 -0.04 0.11 0.01
C 5.692 -3.916 -1.178 0.08 0.03 0.03
C 6.261 -2.857 -0.472 0.00 -0.01 -0.01
C 5.611 -1.634 -0.390 0.01 -0.02 0.00
C 4.386 -1.453 -1.018 -0.02 -0.07 -0.04
Sb 1.827 -1.926 2.612 0.39 0.12 -0.19
C 3.292 -0.458 2.988 -0.13 0.07 -0.03
C 4.646 -0.751 2.877 0.04 0.00 0.05
C 5.587 0.263 3.008 0.05 -0.04 0.03
C 5.178 1.568 3.242 0.00 0.01 0.01
C 3.825 1.866 3.348 -0.04 -0.03 0.00
C 2.881 0.856 3.217 0.06 -0.01 -0.06
C 0.416 -1.602 4.135 -0.05 -0.12 -0.10
C -0.844 -2.187 4.024 0.02 0.10 0.01
C -1.758 -2.048 5.058 0.00 -0.02 -0.04
C -1.415 -1.326 6.193 -0.01 0.01 0.01
C -0.160 -0.743 6.300 0.02 0.00 0.00
C 0.764 -0.880 5.273 -0.04 -0.06 0.01
H 3.688 -3.741 3.382 0.05 -0.07 -0.07
H 2.100 -4.504 3.341 -0.04 0.08 0.03
H 3.204 -5.343 1.325 0.03 0.02 0.04
H 3.811 -3.764 0.908 -0.02 0.10 -0.06
H 0.818 -4.461 1.071 -0.03 0.00 -0.03
H 1.737 -4.587 -0.436 0.03 -0.03 0.06
H -0.275 -0.469 -3.351 0.01 0.00 -0.05
H -0.467 1.850 -4.139 0.00 0.01 0.00
H 1.569 3.172 -4.607 0.00 0.00 0.00
H 3.802 2.168 -4.294 0.00 0.00 0.00
H 4.020 -0.138 -3.475 0.02 -0.01 0.03
H 4.029 -4.579 -2.338 -0.01 -0.01 0.02
H 6.210 -4.864 -1.244 0.00 0.00 0.00
H 7.221 -2.989 0.009 0.00 0.00 -0.01
H 6.062 -0.814 0.149 0.03 0.04 0.06
H 3.898 -0.489 -0.981 0.00 0.03 -0.04
H 4.976 -1.768 2.703 0.03 -0.01 -0.01
H 6.644 0.035 2.945 -0.03 -0.02 -0.01
H 5.916 2.351 3.356 -0.01 0.01 0.00
H 3.506 2.881 3.542 0.00 0.00 0.00
H 1.827 1.096 3.300 0.00 0.02 0.01
H -1.117 -2.749 3.138 -0.01 -0.01 0.00
H -2.736 -2.505 4.979 0.00 0.00 0.01
H -2.128 -1.220 6.999 0.00 0.00 0.00
H 0.105 -0.187 7.189 0.00 0.00 0.00
H 1.745 -0.435 5.371 0.01 0.01 0.01
C -8.753 6.800 -2.365 -0.01 -0.01 0.00
O -8.828 5.379 -2.433 0.07 -0.03 0.02
C -7.713 4.671 -2.193 -0.04 0.10 -0.01
C -6.473 5.230 -1.883 0.02 0.00 0.00
C -5.387 4.402 -1.655 0.00 0.02 0.00
C -5.512 3.019 -1.729 0.07 -0.06 0.01
C -6.761 2.472 -2.041 -0.01 0.00 0.00
C -7.847 3.282 -2.271 -0.01 -0.07 -0.01
C -4.343 2.184 -1.479 -0.12 0.10 -0.02
N -3.131 2.623 -1.195 0.01 -0.10 0.01
C -2.374 1.502 -1.040 0.14 0.11 -0.01
C -3.117 0.359 -1.238 -0.07 -0.08 0.00
N -4.384 0.813 -1.513 0.09 -0.07 -0.02
C -2.566 -0.951 -1.170 -0.12 -0.01 -0.04
C -3.268 -2.147 -1.408 0.00 0.07 0.01
C -2.611 -3.348 -1.349 0.07 0.00 0.02
C -1.244 -3.358 -1.058 -0.10 -0.08 -0.06
N -0.573 -2.246 -0.821 0.11 -0.09 -0.10
C -1.196 -1.041 -0.855 -0.04 0.09 0.08
C -0.412 0.151 -0.596 0.00 -0.15 -0.08
N 0.894 -0.017 -0.290 0.16 -0.09 -0.02
C 1.667 1.045 -0.153 -0.14 0.03 0.13
C 1.182 2.350 -0.288 -0.05 -0.01 -0.01
C -0.150 2.541 -0.559 0.03 -0.02 0.00
C -0.980 1.421 -0.723 -0.09 0.07 0.03
H -9.754 7.159 -2.583 0.00 0.00 0.00
H -8.056 7.190 -3.108 0.00 0.00 0.00
H -8.457 7.127 -1.367 0.00 0.00 0.00
H -6.348 6.300 -1.820 0.01 0.01 0.00
H -4.423 4.828 -1.413 -0.01 0.01 0.00
H -6.903 1.400 -2.112 -0.02 0.00 0.00
H -8.817 2.871 -2.514 0.00 0.00 0.00
H -5.199 0.262 -1.720 0.00 0.02 0.01
H -4.324 -2.118 -1.643 0.00 -0.01 -0.01
H -3.123 -4.281 -1.534 0.00 0.00 0.00
H -0.684 -4.284 -1.027 -0.01 0.00 0.00
H 2.702 0.867 0.110 0.00 0.00 0.02
H 1.860 3.182 -0.164 0.00 0.01 -0.01
H -0.581 3.528 -0.662 0.01 0.01 0.01
```
Forces are in eV/Å.

The HOMO-LUMO gap (alpha / beta) is 4.693 / 4.692 eV. The calculation puts the energy above the lowest of the compared OMol25 structures with the same formula, charge and spin at 2.5 kcal/mol. The total charge is +2. The multiplicity is 1.

***

Record 4
The following is a quantum chemistry calculation of a structure of composition C24H50F9N2O4PSSi2, from OMol25.

XYZ file:
```
93
Properties=species:S:1:pos:R:3:forces:R:3
C 2.852 -2.224 5.359 -0.01 0.13 -0.87
C 2.693 -2.004 3.843 -0.30 -0.35 0.29
P 2.967 -3.580 2.917 0.91 -0.38 0.11
C 3.537 -3.088 1.229 -0.82 -0.13 0.58
Si 0.998 -4.510 2.529 -0.19 0.50 -0.46
N 0.901 -4.938 0.781 -1.43 2.16 -0.71
C 0.329 -4.108 0.063 1.50 -2.09 1.36
S -0.362 -3.082 -0.889 -0.16 0.07 -0.09
O -0.287 -3.521 2.881 0.06 -0.47 0.17
Si -1.703 -4.246 3.396 -0.45 0.04 -0.27
C -3.040 -2.995 3.795 0.87 0.00 0.08
C -2.704 -1.974 4.901 -0.34 -0.38 -0.68
C -2.697 -0.525 4.463 0.82 -0.44 0.75
F -3.524 -0.301 3.443 -0.74 0.06 -0.71
F -3.154 0.217 5.490 -0.29 0.55 0.48
C -1.278 0.039 4.124 -0.74 0.48 -0.28
F -0.818 0.690 5.190 0.26 0.37 0.56
F -0.412 -0.938 3.859 0.28 -0.69 -0.28
C -1.245 1.025 2.929 0.73 -0.55 -0.04
F -2.243 1.889 2.994 -0.67 0.45 0.07
F -0.097 1.712 3.013 0.42 0.35 0.09
C -1.208 0.335 1.539 -0.30 0.62 -0.04
F -1.576 1.234 0.619 -0.09 -0.05 -0.14
F -2.032 -0.696 1.482 -0.11 -0.43 -0.25
F 0.016 -0.057 1.248 0.37 -0.35 0.01
C -2.365 -5.374 2.043 -0.07 0.16 0.71
N -3.644 -5.908 2.556 -0.23 0.22 -0.43
C -4.844 -5.268 1.980 0.54 -0.19 0.68
H 3.415 -1.403 5.760 0.09 0.45 0.49
H 3.423 -3.119 5.523 0.25 -0.49 0.30
H 1.901 -2.306 5.855 -0.36 -0.04 0.28
H 1.752 -1.530 3.615 -0.26 0.10 -0.15
H 3.463 -1.325 3.519 0.44 0.20 -0.38
H 4.531 -2.690 1.282 0.50 0.25 0.06
H 2.868 -2.373 0.788 -0.13 0.41 -0.42
H 3.542 -3.984 0.634 0.08 -0.34 -0.36
H 0.802 -5.729 3.333 0.06 -0.18 -0.19
H -1.414 -5.043 4.607 0.04 0.01 0.07
H -3.356 -2.531 2.871 -0.10 0.29 -0.21
H -3.876 -3.583 4.131 -0.42 -0.35 0.07
H -1.782 -2.221 5.399 0.48 0.11 0.22
H -3.470 -2.021 5.653 -0.39 0.04 0.40
H -2.461 -4.843 1.100 -0.08 0.06 -0.35
H -1.684 -6.198 1.881 0.34 -0.25 -0.11
H -3.696 -6.886 2.329 0.07 -0.22 0.09
H -4.581 -4.410 1.384 0.15 0.31 -0.37
H -5.489 -4.909 2.771 -0.34 0.04 0.20
H -5.385 -5.972 1.370 -0.34 -0.15 -0.30
C -3.775 4.277 -3.438 0.04 -0.10 0.05
C -4.825 4.635 -2.398 0.06 0.11 -0.05
O -5.230 3.549 -1.588 -0.15 -0.06 0.02
C -4.213 2.932 -0.820 0.13 -0.06 0.04
C -3.522 3.862 0.162 -0.11 0.19 -0.07
H -4.137 3.475 -4.083 -0.01 0.00 -0.02
H -3.548 5.146 -4.054 -0.03 0.01 -0.01
H -2.844 3.941 -2.980 0.02 0.06 0.01
H -5.731 4.972 -2.901 -0.05 -0.03 0.03
H -4.482 5.470 -1.777 0.05 -0.01 0.00
H -3.478 2.452 -1.476 0.04 0.03 0.00
H -4.710 2.132 -0.272 -0.07 0.00 -0.03
H -2.999 4.677 -0.341 0.05 -0.04 -0.02
H -2.791 3.310 0.746 0.03 -0.03 0.05
H -4.249 4.305 0.845 -0.01 -0.01 0.01
C 1.529 -0.192 -2.197 0.12 0.00 -0.12
C 2.335 0.166 -0.961 -0.01 0.09 -0.15
O 3.653 -0.351 -0.964 0.04 -0.10 0.12
C 4.476 0.074 -2.037 0.06 0.04 -0.14
C 4.672 1.577 -2.110 -0.05 0.03 0.13
H 1.474 -1.274 -2.316 0.00 0.02 0.01
H 0.514 0.201 -2.109 -0.03 -0.01 0.03
H 1.967 0.223 -3.107 -0.04 0.07 0.02
H 1.856 -0.262 -0.087 0.06 -0.10 0.12
H 2.351 1.252 -0.811 -0.02 0.01 -0.03
H 4.088 -0.308 -2.987 -0.02 0.04 -0.01
H 5.438 -0.413 -1.875 -0.03 -0.05 0.07
H 3.734 2.104 -2.282 0.02 0.02 -0.11
H 5.343 1.829 -2.930 -0.01 0.00 -0.03
H 5.100 1.953 -1.178 0.02 -0.02 0.01
C 1.510 3.313 -6.252 0.10 -0.03 -0.06
C 2.334 3.710 -5.039 -0.11 0.07 -0.02
O 3.658 3.210 -5.050 0.06 -0.12 0.14
C 4.473 3.617 -6.134 0.03 0.05 -0.12
C 4.669 5.120 -6.233 -0.08 0.03 0.08
H 1.473 2.228 -6.349 -0.02 -0.01 0.01
H 0.492 3.690 -6.152 -0.02 -0.01 0.03
H 1.923 3.716 -7.178 -0.03 0.06 0.01
H 1.877 3.292 -4.141 0.06 -0.02 0.04
H 2.336 4.798 -4.913 0.00 0.01 -0.05
H 4.085 3.215 -7.076 -0.03 0.04 -0.01
H 5.437 3.137 -5.963 -0.01 -0.05 0.05
H 3.731 5.646 -6.414 0.00 -0.01 -0.07
H 5.345 5.355 -7.055 0.02 -0.02 0.00
H 5.096 5.510 -5.309 0.02 0.00 0.00
```
Forces are in eV/Å.

The HOMO-LUMO gap is 8.736 eV. The multiplicity is 1.

***

| no. | energy (eV) |
| --- | --- |
| 1 | -7393.6230 |
| 2 | -327726.9107 |
| 3 | -73937.9013 |
| 4 | -97207.9129 |